{
  "formula": "C19H31N5O3",
  "method": "the ωB97M-V functional and the def2-TZVPD basis",
  "species": ["C", "C", "C", "C", "O", "C", "C", "C", "O", "N", "C", "C", "C", "C", "C", "C", "O", "N", "C", "C", "C", "C", "N", "N", "N", "C", "C", "H", "H", "H", "H", "H", "H", "H", "H", "H", "H", "H", "H", "H", "H", "H", "H", "H", "H", "H", "H", "H", "H", "H", "H", "H", "H", "H", "H", "H", "H", "H"],
  "coordinates": [[0.550237, -1.718648, 3.221642], [0.988483, -0.260983, 3.282399], [-0.211012, 0.656828, 3.524706], [0.172490, 2.122431, 3.436198], [0.786415, 2.424222, 2.187871], [1.966274, 1.671200, 2.018082], [1.676288, 0.166254, 1.983384], [2.997349, -0.567028, 1.773728], [3.672771, -0.919133, 2.728159], [3.415766, -0.753466, 0.486253], [4.658696, -1.458473, 0.233822], [2.619704, -0.395632, -0.674816], [1.690512, -1.521406, -1.130970], [0.603344, -1.106568, -2.143283], [0.843730, 0.197622, -2.928676], [-0.467712, 0.683669, -3.504871], [-0.823968, 0.367735, -4.627166], [-1.254071, 1.483589, -2.707861], [-2.613968, 1.736304, -3.176674], [-3.554802, 0.574715, -2.812351], [-3.242406, 0.194618, -1.405267], [-2.167090, 0.628335, -0.679232], [-2.187712, 0.034592, 0.536120], [-3.224429, -0.745208, 0.596366], [-3.870639, -0.660650, -0.573247], [-5.094721, -1.403173, -0.783664], [-1.129870, 1.544457, -1.249381], [-0.164260, -1.863949, 2.405938], [1.402427, -2.382268, 3.070838], [0.054804, -2.012572, 4.148883], [1.714192, -0.138314, 4.092073], [-0.981123, 0.446949, 2.777797], [-0.638540, 0.454205, 4.510852], [-0.702984, 2.767080, 3.506753], [0.865039, 2.391410, 4.246877], [2.427474, 2.016488, 1.090818], [2.670314, 1.873724, 2.838032], [0.976607, -0.030439, 1.165552], [5.119384, -1.702409, 1.185466], [4.476367, -2.381670, -0.321529], [5.339522, -0.831789, -0.346943], [2.052226, 0.504202, -0.446562], [3.309033, -0.123055, -1.477651], [2.307352, -2.319421, -1.551474], [1.208293, -1.945183, -0.247687], [0.429387, -1.908556, -2.860763], [-0.334150, -1.000863, -1.591294], [1.290356, 0.974223, -2.311355], [1.509474, 0.025130, -3.773519], [-2.959254, 2.654639, -2.697424], [-2.590048, 1.886013, -4.251477], [-4.594676, 0.887074, -2.931126], [-3.378780, -0.265670, -3.488842], [-5.213554, -1.599342, -1.846844], [-5.023173, -2.343763, -0.245267], [-5.953396, -0.841065, -0.418783], [-0.135971, 1.256854, -0.919712], [-1.281993, 2.576133, -0.922902]],
  "atomic_forces_ev_per_a": [[0.00, 0.01, 0.00], [-0.01, -0.01, 0.00], [0.01, 0.00, 0.00], [0.00, 0.01, -0.01], [0.00, -0.01, 0.01], [0.00, 0.01, 0.01], [0.00, -0.01, 0.00], [0.00, 0.00, 0.00], [0.00, 0.01, 0.00], [-0.01, -0.01, 0.00], [0.00, 0.00, 0.00], [-0.09, 0.05, 0.11], [0.18, -0.09, -0.23], [-0.15, 0.15, 0.22], [0.08, -0.07, -0.12], [-0.01, -0.02, 0.00], [0.01, 0.01, 0.00], [0.00, -0.01, 0.01], [0.00, 0.00, -0.01], [0.00, 0.01, 0.00], [0.00, 0.00, 0.02], [-0.01, 0.01, -0.03], [0.00, -0.04, 0.01], [0.01, 0.03, 0.01], [0.01, -0.01, -0.01], [0.00, 0.00, -0.01], [0.00, 0.01, 0.01], [0.00, 0.00, 0.00], [0.00, 0.00, 0.00], [0.00, 0.00, 0.00], [0.00, 0.01, 0.00], [0.00, 0.00, 0.00], [-0.01, 0.00, 0.00], [0.00, 0.00, 0.00], [0.00, -0.01, 0.00], [-0.01, -0.01, -0.01], [0.00, 0.00, 0.00], [0.00, 0.00, 0.01], [0.00, 0.00, 0.00], [0.00, 0.00, 0.00], [0.00, 0.00, 0.00], [0.01, 0.01, 0.00], [0.00, 0.00, 0.00], [0.00, 0.00, 0.00], [0.00, 0.01, 0.01], [0.00, 0.00, 0.00], [-0.01, 0.01, 0.00], [0.00, -0.01, 0.00], [0.00, 0.00, 0.00], [0.00, 0.00, 0.00], [0.00, 0.00, 0.00], [0.00, 0.00, 0.00], [0.00, 0.00, 0.00], [0.00, -0.01, 0.00], [0.00, 0.01, 0.01], [0.00, 0.00, -0.01], [0.00, -0.01, -0.01], [0.00, 0.00, 0.00]],
  "mulliken_charge": [-1.640, 0.035, -0.228, -0.730, -0.396, -1.289, 2.128, -0.032, -0.686, 0.203, -1.148, -0.386, -0.594, -0.037, -0.683, 0.334, -0.668, 0.084, -1.230, -0.709, 1.322, -0.584, 0.078, -1.174, 0.565, -0.938, -0.053, 0.255, 0.387, 0.457, 0.372, -0.003, 0.423, 0.388, 0.382, 0.353, 0.420, -0.597, 0.422, 0.318, 0.309, -0.583, 0.630, 0.478, 0.202, 0.520, -0.161, 0.363, 0.515, 0.409, 0.464, 0.532, 0.372, 0.329, 0.340, 0.303, -0.510, 0.367],
  "charge": 0,
  "largest_force_ev_per_a": 0.306,
  "e_lumo_ev": 0.616,
  "spin_multiplicity": 1,
  "e_above_lowest_ev": 1.840
}

=====

{
  "formula": "C6H12O2S",
  "method": "the ωB97M-V functional and the def2-TZVPD basis",
  "species": ["C", "C", "C", "C", "C", "C", "O", "O", "S", "H", "H", "H", "H", "H", "H", "H", "H", "H", "H", "H", "H"],
  "coordinates": [[-1.043743, -1.394144, -0.296306], [0.125341, 0.641306, -0.799814], [-0.379821, -0.058527, 0.478189], [1.488154, 1.289181, -0.799806], [0.742470, -0.548147, 1.372988], [-1.423159, 0.731572, 1.246691], [-0.706574, -0.879581, -2.962028], [1.245103, -1.663905, -1.685167], [0.001718, -0.946537, -1.713049], [-0.831802, -2.336549, 0.186837], [-2.090022, -1.261950, -0.526606], [-0.636414, 1.307741, -1.199035], [1.593340, 1.990651, 0.026318], [1.639467, 1.830810, -1.731447], [2.260309, 0.527301, -0.721625], [1.297996, 0.288557, 1.787380], [1.423712, -1.178026, 0.808397], [0.335073, -1.124613, 2.199984], [-0.994633, 1.670154, 1.591905], [-1.756878, 0.163558, 2.111981], [-2.289637, 0.951147, 0.624214]],
  "atomic_forces_ev_per_a": [[1.40, 2.07, 0.56], [0.17, -0.52, -0.28], [-1.10, -1.72, -0.51], [0.00, -0.07, -0.19], [-0.05, 0.04, -0.08], [0.11, -0.12, -0.19], [-0.16, 0.20, 0.10], [0.36, -0.03, 0.32], [-0.77, 0.09, 0.08], [0.11, -0.23, -0.07], [-0.24, 0.04, -0.13], [-0.15, -0.06, -0.10], [-0.03, 0.05, 0.05], [0.07, 0.05, -0.01], [0.11, 0.02, 0.06], [0.11, 0.11, 0.08], [0.17, -0.08, 0.05], [-0.04, -0.07, 0.08], [0.00, 0.14, 0.11], [-0.06, 0.01, 0.11], [-0.03, 0.07, -0.03]],
  "mulliken_charge": [-0.872, -0.141, 1.439, -1.463, -1.838, -1.700, -0.700, -0.611, 1.075, 0.352, 0.413, 0.467, 0.330, 0.421, 0.360, 0.374, 0.436, 0.450, 0.363, 0.404, 0.441],
  "charge": 0,
  "largest_force_ev_per_a": 2.560,
  "e_lumo_ev": 0.636,
  "spin_multiplicity": 1,
  "e_above_lowest_ev": 1.417
}

=====

{
  "formula": "C5H10N",
  "method": "the ωB97M-V functional and the def2-TZVPD basis",
  "species": ["C", "C", "C", "C", "C", "N", "H", "H", "H", "H", "H", "H", "H", "H", "H", "H"],
  "coordinates": [[-1.820223, -0.374197, -0.414729], [-0.691658, -0.351869, 0.559937], [1.439370, -1.027792, -0.290908], [0.566940, 0.136727, 0.015768], [0.714387, 1.536131, -0.396774], [1.696278, -0.516831, 0.826007], [-2.665392, -1.074623, -0.020997], [-1.470012, -0.979518, -1.255441], [-1.018061, 0.107727, 1.460034], [-0.534006, -1.373019, 0.854975], [1.820661, -1.797794, -0.912585], [1.700334, 1.796556, -0.997241], [0.704802, 2.188541, 0.512733], [-0.127622, 1.803844, -1.091804], [-2.384797, 0.520513, -0.550011], [2.068994, -0.594397, 1.701029]],
  "atomic_forces_ev_per_a": [[-2.11, -2.99, 0.53], [-1.85, -0.67, 0.38], [0.93, 1.58, 0.64], [0.96, -0.82, 0.86], [1.62, 1.99, -1.82], [-1.45, 0.38, -3.56], [1.51, 1.07, -0.25], [-0.40, 0.88, -0.73], [0.11, 1.01, 0.92], [0.06, -0.63, 0.20], [0.14, -0.79, -0.45], [-1.91, -0.78, 1.33], [-0.22, -0.47, -0.82], [0.69, -0.17, 0.85], [0.30, 0.88, -0.82], [1.63, -0.47, 2.75]],
  "mulliken_charge": [-1.232, -0.576, -0.514, 1.042, -1.091, -0.125, 0.336, 0.339, 0.406, 0.415, 0.396, 0.329, 0.302, 0.350, 0.397, 0.226],
  "charge": 1,
  "largest_force_ev_per_a": 3.860,
  "e_lumo_ev": -5.259,
  "spin_multiplicity": 1,
  "e_above_lowest_ev": 3.010
}

=====

{
  "formula": "C8H36O12",
  "method": "the ωB97M-V functional and the def2-TZVPD basis",
  "species": ["C", "C", "C", "C", "C", "C", "C", "C", "H", "H", "H", "H", "H", "H", "H", "H", "H", "H", "H", "H", "H", "H", "O", "H", "H", "O", "H", "H", "O", "H", "H", "O", "H", "H", "O", "H", "H", "O", "H", "H", "O", "H", "H", "O", "H", "H", "O", "H", "H", "O", "H", "H", "O", "H", "H", "O"],
  "coordinates": [[0.847858, 0.963350, -1.451419], [-0.018562, 1.448419, -0.323436], [-0.296028, 2.752808, -0.253985], [-1.804602, -0.064623, 0.591799], [-0.532323, 0.384032, 0.634381], [0.456617, -0.188642, 1.599333], [-2.600555, -1.019432, 2.733689], [-2.329909, -1.151175, 1.433710], [0.404636, 0.123986, -1.984129], [0.973746, 1.750069, -2.208416], [1.811792, 0.608007, -1.114454], [-0.897501, 3.219554, 0.502489], [0.124227, 3.448498, -0.964684], [-2.471251, 0.377762, -0.126365], [0.671404, 0.532603, 2.380140], [1.401392, -0.442104, 1.123656], [0.098433, -1.106195, 2.066657], [-2.431945, -0.107621, 3.288892], [-2.989388, -1.855724, 3.293722], [-2.514365, -2.092120, 0.925141], [0.797963, -0.770730, -4.611497], [-0.270647, -1.319300, -3.607807], [0.626113, -1.493358, -4.011295], [-2.440170, 2.703678, 1.801603], [-1.867393, 1.666659, 2.772771], [-1.812102, 2.607463, 2.577558], [2.511186, -2.792184, 2.226222], [3.373454, -2.166854, 1.070245], [3.043661, -3.027808, 1.458341], [3.078291, 2.548477, 0.438329], [2.064947, 2.176484, 1.520870], [2.852693, 1.822564, 1.027660], [2.272371, -3.835122, 0.259117], [2.083103, -5.097522, -0.646835], [1.784978, -4.198945, -0.538779], [3.390364, 0.141594, 0.552581], [3.221208, -0.899671, -0.575777], [3.757564, -0.725283, 0.229915], [-0.341071, -3.235897, -0.782597], [0.070403, -1.814739, -0.495402], [-0.703962, -2.351741, -0.664677], [-1.772317, 2.158800, -2.237175], [-2.360843, 0.737556, -2.288669], [-2.612503, 1.692921, -2.157361], [-2.577677, -1.507269, -2.915810], [-1.404759, -1.486457, -1.887328], [-1.805185, -0.969978, -2.649234], [-0.112221, 2.897469, 2.356444], [1.051854, 3.462980, 3.282212], [0.862119, 3.068569, 2.419831], [1.729599, -1.628292, -2.590282], [2.135231, -2.694064, -1.489739], [2.066201, -1.735648, -1.669824], [-4.008220, 3.474211, 0.022851], [-3.149211, 2.287875, -0.592809], [-3.438721, 2.722083, 0.249633]],
  "atomic_forces_ev_per_a": [[-0.22, 0.04, -0.49], [-0.38, 0.12, 0.06], [0.01, -0.34, 0.18], [1.20, 0.59, 0.03], [-0.77, 0.29, -0.30], [0.28, -0.44, 0.03], [0.11, -0.45, -0.58], [-0.34, 0.33, 0.61], [-0.17, -0.04, 0.15], [0.19, -0.04, 0.32], [0.20, 0.13, 0.09], [-0.13, -0.17, 0.09], [0.17, -0.03, -0.28], [-0.22, -0.05, -0.18], [0.16, 0.13, 0.19], [0.13, 0.18, -0.15], [-0.19, 0.11, 0.01], [0.01, 0.06, 0.00], [-0.09, -0.06, 0.13], [-0.11, 0.02, 0.13], [-0.02, 0.28, -0.23], [0.84, -0.04, -0.60], [-0.86, -0.19, 0.58], [0.62, -0.08, 0.66], [0.04, -0.03, -0.01], [-0.85, 0.14, -0.66], [0.09, 0.02, -0.10], [-0.12, -0.18, 0.26], [0.12, 0.30, -0.03], [0.12, -0.06, -0.06], [0.52, -0.23, -0.22], [-0.44, 0.33, 0.29], [-0.27, -0.19, -0.25], [0.16, -0.38, -0.09], [-0.08, 0.43, 0.34], [0.57, -0.61, -0.06], [0.32, -0.18, 0.17], [-0.69, 0.76, -0.06], [0.23, -0.24, -0.08], [0.58, 0.29, 0.05], [-0.37, -0.48, -0.15], [0.02, 0.03, 0.10], [-0.23, 0.82, 0.07], [0.11, -0.85, -0.36], [0.53, 0.42, 0.10], [-0.30, 0.19, -0.21], [-0.41, -0.74, 0.06], [0.41, 0.25, 0.38], [-0.26, -0.18, -0.26], [-0.05, 0.07, 0.19], [0.12, -0.18, 0.49], [-0.07, 0.14, -0.22], [-0.04, -0.19, -0.30], [0.30, -0.47, -0.05], [-0.25, 0.42, 0.28], [-0.20, 0.20, -0.06]],
  "mulliken_charge": [-0.537, 1.279, -1.294, 0.374, 0.615, -0.806, -0.861, -0.864, -0.219, 0.523, -0.085, 0.231, 0.295, 0.232, 0.198, -0.113, 0.609, 0.237, 0.294, 0.249, 0.293, 0.401, -0.747, 0.333, 0.356, -0.809, 0.283, 0.448, -0.782, 0.318, 0.267, -0.677, 0.454, 0.254, -0.674, 0.357, 0.506, -0.794, 0.257, 0.090, -0.504, 0.375, 0.432, -0.782, 0.292, 0.531, -0.787, 0.273, 0.244, -0.661, 0.311, 0.328, -0.584, 0.249, 0.404, -0.613],
  "charge": 0,
  "largest_force_ev_per_a": 1.336,
  "e_lumo_ev": 0.296,
  "spin_multiplicity": 1,
  "e_above_lowest_ev": 0.000
}